# 1
The following is a quantum chemistry calculation of a cluster of 12 separate species, C36H100F6N6O11P in total at a distorted geometry, from OMol25.

Results
orbital gap: 9.019 eV
calculated total energy: -3528.46217 hartree
strongest force on any atom: 3.1 eV/Å

ORCA input file:
```
! RIJCOSX wB97M-V def2-TZVPD def2/J DEFGRID3
* xyz -1 1
P 0.51398 -0.18936 0.36045
F 0.04342 0.53266 1.72050
F -0.36594 -1.50723 0.75984
F -0.74086 0.36947 -0.45576
F 0.98292 -1.03310 -0.97366
F 1.41249 1.09180 -0.18121
F 1.81458 -0.70824 1.12340
C 5.03261 -0.16346 4.45731
C 3.88737 0.09266 3.46417
C 2.61072 0.55176 4.18182
O 2.11999 -0.46562 5.07083
C 1.05111 -0.00517 5.86663
N 4.36361 0.92953 2.38023
H 5.08582 0.70937 5.13919
H 5.96980 -0.20847 3.86022
H 4.96631 -1.08727 5.04647
H 3.57647 -0.86712 3.06214
H 1.76810 0.76993 3.51205
H 2.80977 1.46799 4.75382
H 1.46309 0.74222 6.63386
H 0.54698 -0.76727 6.46293
H 0.19760 0.44568 5.33679
H 3.63019 1.09754 1.65745
H 5.21559 0.67786 1.92983
C 1.58838 5.77916 -1.86780
C 2.08741 4.63890 -2.74775
C 3.36965 4.03440 -2.18481
O 4.05131 3.04864 -2.89130
C 4.01830 1.72006 -2.43426
N 1.09401 3.59671 -3.09972
H 1.65293 5.49354 -0.81692
H 0.50152 5.89678 -2.13677
H 1.94553 6.80214 -1.94558
H 2.41573 5.08053 -3.66650
H 3.29642 3.70333 -1.11183
H 4.01786 4.89539 -2.17685
H 3.01426 1.22849 -2.33651
H 4.51659 1.58654 -1.46775
H 4.60175 1.18304 -3.20897
H 1.61913 2.90569 -3.59280
H 0.86757 3.04265 -2.25113
C -2.38965 4.90776 -5.43743
C -2.68844 3.66352 -4.61868
C -2.46567 4.16259 -3.15266
O -2.99547 3.33199 -2.17450
C -2.30911 2.07475 -2.09452
N -4.07615 3.11920 -4.96888
H -1.52169 5.42029 -4.97117
H -3.19801 5.63634 -5.59787
H -2.11349 4.70337 -6.45112
H -1.91218 2.88443 -4.84475
H -2.95162 5.13797 -3.00937
H -1.34168 4.31274 -3.02419
H -1.22849 2.18665 -1.86836
H -2.41535 1.46080 -3.01387
H -2.78016 1.62073 -1.24308
H -4.66882 3.89399 -4.79881
H -4.22502 2.41785 -4.25259
C 5.80499 -3.21508 -1.18349
C 4.57382 -2.51527 -1.74263
C 3.34406 -3.39638 -1.87637
O 3.57091 -4.26539 -3.00479
C 2.43390 -5.05747 -3.28081
N 4.32583 -1.31950 -0.88930
H 5.63017 -3.33875 -0.13500
H 6.72988 -2.61588 -1.25368
H 5.82211 -4.16103 -1.78383
H 4.78667 -2.09976 -2.75024
H 2.45299 -2.79484 -2.00571
H 3.20968 -3.92797 -0.91543
H 1.47837 -4.54155 -3.30174
H 2.40058 -5.81526 -2.50925
H 2.48930 -5.38625 -4.30536
H 4.24268 -1.59004 0.08289
H 3.37439 -0.92387 -1.02657
C -3.23223 -4.92161 -2.34751
C -2.35430 -4.18506 -1.32048
C -1.21716 -5.09020 -0.91745
O -1.60292 -6.25191 -0.24244
C -2.00287 -6.08192 1.08911
N -1.82547 -2.91521 -1.88493
H -3.54005 -5.96810 -2.11197
H -2.69339 -4.94369 -3.29142
H -4.14979 -4.41114 -2.59133
H -2.93455 -4.03662 -0.39712
H -0.68461 -4.48291 -0.11944
H -0.50912 -5.43754 -1.67587
H -2.99576 -5.55369 1.18181
H -1.16356 -5.59088 1.59941
H -2.17906 -7.04539 1.48005
H -1.50344 -2.28386 -1.13453
H -0.96338 -3.09678 -2.39599
C -4.84898 0.46505 1.62887
C -5.82112 -0.34510 0.72848
C -6.73388 0.57391 -0.17170
O -6.24947 0.68417 -1.47481
C -6.40071 2.02210 -2.02344
N -5.01047 -1.29231 -0.06322
H -4.22087 -0.21222 2.21140
H -5.42307 1.15089 2.28214
H -4.12854 1.16384 1.13506
H -6.45824 -0.99658 1.34429
H -6.80432 1.57866 0.31479
H -7.74690 0.11265 -0.18323
H -6.06864 2.06649 -3.08509
H -5.97996 2.78835 -1.40575
H -7.48599 2.23975 -1.97362
H -4.35796 -0.82862 -0.69478
H -5.51339 -1.92614 -0.65476
C 2.40313 4.15746 1.80122
C 2.73334 3.80195 3.20982
O 4.15397 3.73093 3.33869
H 1.39087 3.80311 1.58518
H 3.09159 3.54309 1.17796
H 2.56619 5.19925 1.53691
H 2.19190 2.87529 3.47108
H 2.48159 4.51597 3.96042
H 4.41795 3.01698 2.78415
C 2.82691 -4.72576 3.26184
C 4.08315 -4.21469 2.54475
O 3.59179 -3.36312 1.50837
H 3.01022 -5.41467 4.07199
H 2.12409 -5.27343 2.58297
H 2.40498 -3.82759 3.59217
H 4.59748 -5.06572 2.04434
H 4.72150 -3.75379 3.24425
H 3.20804 -2.56115 1.86197
C 0.85096 -1.59146 -4.56175
C 1.52332 -0.26923 -4.34180
O 1.01246 0.30616 -3.18416
H 1.08325 -1.83509 -5.59889
H -0.24258 -1.53651 -4.52198
H 1.20780 -2.33620 -3.88012
H 1.36741 0.49239 -5.12588
H 2.58162 -0.49908 -4.24841
H 0.96829 -0.32766 -2.47210
C -3.95319 4.62505 1.79873
C -3.08706 3.73236 2.62284
C -1.72755 3.33166 2.01559
O -2.79990 4.49455 3.83470
H -3.47608 5.60825 1.71729
H -4.93711 4.74368 2.24980
H -4.11117 4.20219 0.75154
H -3.70607 2.86384 2.85537
H -1.24181 4.31959 1.99963
H -1.75382 2.84969 1.01291
H -1.17034 2.74257 2.75727
H -3.58456 4.42192 4.41779
C -2.62889 -2.58921 2.59198
C -1.51126 -3.29421 3.26765
C -0.88815 -2.40522 4.31718
O -2.00805 -4.52781 3.81543
H -2.22067 -1.63533 2.23454
H -3.42591 -2.25419 3.29708
H -3.08323 -3.05019 1.68227
H -0.76372 -3.57726 2.49945
H -0.51482 -1.45432 3.86784
H -0.05203 -2.91202 4.77296
H -1.61164 -2.11813 5.07991
H -1.29333 -4.99614 4.23385
*
```

# 2
The following is a quantum chemistry calculation of a cluster of 12 separate species, C36H102N6O12 in total at a distorted geometry, from OMol25.

Results
orbital gap: 9.874 eV
calculated total energy: -2664.05966 hartree
strongest force on any atom: 1.6 eV/Å
SMILES: COC[C@H](C)N.COC[C@H](C)N.COC[C@H](C)N.COC[C@H](C)N.COC[C@H](C)N.COC[C@H](C)N.CCO.CCO.CCO.CCO.CCO.CCO

ORCA input file:
```
! RIJCOSX wB97M-V def2-TZVPD def2/J DEFGRID3
* xyz 0 1
C -21.72205 33.10881 1.84152
C -22.35810 32.62218 3.13074
O -23.78108 32.77706 3.13769
H -20.66053 33.30913 1.98689
H -22.10904 34.12805 1.66013
H -21.98385 32.54432 0.95105
H -21.90825 33.08726 4.01164
H -22.20372 31.54580 3.25882
H -24.02957 33.59192 2.69089
C -22.32232 28.56884 2.75529
C -23.16682 27.83006 1.73565
O -22.23296 27.15622 0.88310
H -22.92627 28.85665 3.61491
H -21.79612 29.37263 2.24650
H -21.60244 27.84628 3.15467
H -23.75537 28.54437 1.14822
H -23.91061 27.14347 2.14852
H -22.68842 26.50736 0.33910
C -18.60953 29.86718 3.67488
C -18.26411 28.96287 2.52525
O -17.00672 29.23619 1.92613
H -19.52980 29.51542 4.14897
H -18.63084 30.93959 3.48780
H -17.85720 29.75532 4.47219
H -19.06259 29.04419 1.78324
H -18.24645 27.90697 2.80816
H -16.30734 29.09316 2.57010
C -24.81999 26.54107 5.96170
C -24.52526 25.94132 4.60716
O -23.78841 24.72608 4.83639
H -23.88113 26.73354 6.47388
H -25.42517 25.84919 6.54874
H -25.39334 27.46590 5.86290
H -23.86059 26.61630 4.05765
H -25.42204 25.69165 4.03156
H -23.50416 24.36218 3.97747
C -27.03674 29.65337 4.30532
C -25.61581 29.56321 3.80985
O -25.34692 30.34949 2.65448
H -27.75462 29.54131 3.48359
H -27.30156 30.61861 4.74148
H -27.27352 28.86586 5.02416
H -25.31444 28.54028 3.56731
H -24.94775 29.89814 4.61644
H -24.85417 31.14377 2.89224
C -20.73660 26.13099 6.55449
C -20.41203 25.58418 5.19299
O -18.98141 25.65415 5.07415
H -20.50896 27.20170 6.61749
H -20.06971 25.69138 7.29624
H -21.78371 26.00421 6.82071
H -20.83000 26.15596 4.35735
H -20.75708 24.54704 5.12075
H -18.66583 25.37642 4.20186
C -24.86466 25.44867 -5.86135
C -23.61901 26.31472 -5.99548
C -22.38038 25.57913 -5.52754
O -22.39561 25.40956 -4.10600
C -21.88495 26.50612 -3.41267
N -23.56382 26.84162 -7.35458
H -24.85249 24.60779 -6.56004
H -25.75760 26.05906 -5.98200
H -24.92339 25.03410 -4.85152
H -23.80606 27.13643 -5.29518
H -21.44930 26.08793 -5.80558
H -22.35182 24.55580 -5.91337
H -22.50533 27.40613 -3.56324
H -20.88152 26.82958 -3.72273
H -21.87703 26.33195 -2.33903
H -23.55467 26.03637 -7.97787
H -22.68583 27.32556 -7.51886
C -25.44593 22.45507 3.07752
C -24.39138 22.67697 2.00946
C -24.80449 23.73913 1.01838
O -23.90691 23.63406 -0.06700
C -24.12198 24.59623 -1.07100
N -23.09148 23.12025 2.59560
H -25.08066 21.74937 3.82929
H -26.36490 22.02239 2.68349
H -25.66783 23.38235 3.60730
H -24.25120 21.75970 1.42758
H -24.69896 24.73306 1.47483
H -25.84091 23.56567 0.70221
H -23.29750 24.55806 -1.77937
H -24.12767 25.62408 -0.66810
H -25.07934 24.43834 -1.57748
H -22.76958 22.37406 3.21681
H -22.44286 22.98900 1.81646
C -20.42079 24.42295 -0.25633
C -19.87099 24.91596 1.08415
C -18.66094 24.10714 1.45340
O -18.07044 24.65963 2.62348
C -16.97139 23.89099 3.08872
N -19.45653 26.31910 0.84490
H -19.73902 24.61312 -1.07907
H -21.36376 24.95074 -0.42103
H -20.73386 23.37165 -0.25451
H -20.63333 24.87395 1.86965
H -17.90969 24.14041 0.65537
H -18.95932 23.06785 1.64736
H -16.71419 24.21660 4.09257
H -16.11078 24.05308 2.42816
H -17.21455 22.82456 3.08097
H -18.89286 26.58724 1.64594
H -20.32263 26.83661 0.99910
C -22.17936 30.30600 6.45424
C -20.89897 30.87120 7.03025
C -19.97691 29.75284 7.52396
O -20.40663 29.08313 8.68043
C -20.30998 29.84711 9.85959
N -20.22981 31.67606 5.98932
H -21.96013 29.48728 5.76430
H -22.73076 31.08251 5.92555
H -22.78445 29.92045 7.27600
H -21.11324 31.55626 7.85124
H -18.97223 30.19430 7.65782
H -19.88399 28.97915 6.75672
H -19.26361 30.14825 10.02157
H -20.64204 29.23839 10.69465
H -20.89782 30.76884 9.82793
H -20.25644 31.13894 5.13016
H -19.24369 31.78577 6.20912
C -27.67621 31.44792 -4.21887
C -27.91965 30.08492 -3.56708
C -27.19850 30.05355 -2.24404
O -27.43616 28.80326 -1.62817
C -27.21534 28.79141 -0.24551
N -29.36989 30.00199 -3.29801
H -28.05949 31.43538 -5.24453
H -26.60429 31.63468 -4.30485
H -28.15013 32.28324 -3.70665
H -27.57350 29.33892 -4.28794
H -27.62419 30.86381 -1.63729
H -26.11755 30.21224 -2.36789
H -27.82409 29.56194 0.24657
H -26.15413 28.90609 -0.00257
H -27.59617 27.84515 0.14191
H -29.87486 30.38706 -4.09136
H -29.67750 29.03558 -3.26224
C -22.26072 34.29808 -2.72057
C -22.82349 32.93751 -3.10119
C -22.76927 31.99259 -1.93008
O -23.10228 30.70426 -2.36477
C -23.19653 29.78509 -1.29471
N -24.23114 33.05157 -3.52096
H -22.64219 34.59209 -1.73988
H -22.67224 35.07122 -3.38018
H -21.18139 34.34688 -2.83031
H -22.25159 32.45719 -3.90638
H -23.49263 32.35581 -1.17657
H -21.79556 32.01718 -1.41320
H -22.30992 29.83880 -0.64990
H -23.31847 28.80063 -1.73883
H -24.05101 30.00052 -0.63708
H -24.45239 32.22985 -4.07270
H -24.33898 33.84051 -4.14922
*
```

# 3
The following is a quantum chemistry calculation of a cluster of 13 separate species, C36H103N5O13 in total at a distorted geometry, from OMol25.

Results
orbital gap: 9.311 eV
calculated total energy: -2685.07514 hartree
strongest force on any atom: 2.3 eV/Å

ORCA input file:
```
! RIJCOSX wB97M-V def2-TZVPD def2/J DEFGRID3
* xyz 0 1
C 0.29673 4.46816 4.24612
C 0.15911 2.97312 3.95814
C -0.86671 2.26149 4.81475
O -0.17400 2.81317 2.57195
H 0.99658 4.97028 3.58243
H 0.56554 4.64929 5.28732
H -0.70721 4.84334 4.02935
H 1.10524 2.43465 4.11368
H -0.56882 1.20954 4.86772
H -1.91711 2.24527 4.52719
H -0.83315 2.65539 5.83505
H 0.62176 3.02473 2.05492
C 1.73022 -4.57910 -2.44189
C 1.99398 -4.44974 -0.96919
C 0.76814 -3.98891 -0.19912
O 2.38271 -5.77776 -0.54790
H 1.54948 -3.63305 -2.95225
H 0.81534 -5.16262 -2.59481
H 2.50491 -5.16525 -2.93422
H 2.82235 -3.78813 -0.68889
H 0.24715 -3.23629 -0.80300
H 0.88192 -3.54753 0.79019
H 0.03033 -4.79331 -0.11022
H 2.66507 -5.72383 0.37070
C 8.18563 -2.75903 -0.04297
C 6.83103 -3.46142 -0.05111
C 5.65941 -2.51892 -0.28562
O 6.93297 -4.42822 -1.09957
H 8.39090 -2.33915 -1.03015
H 8.95189 -3.46532 0.26051
H 8.10840 -1.87082 0.58820
H 6.74293 -3.94378 0.93101
H 5.73427 -1.50352 0.11606
H 4.78733 -2.92384 0.24644
H 5.31991 -2.37406 -1.31352
H 6.07289 -4.83838 -1.24709
C -5.89592 -4.77549 -1.29534
C -5.77194 -4.50817 0.18833
C -4.38072 -4.85614 0.69074
O -6.08486 -3.11860 0.30813
H -5.78349 -5.83028 -1.59581
H -5.24417 -4.25512 -1.99389
H -6.91876 -4.64167 -1.66874
H -6.46866 -5.16486 0.72834
H -4.23396 -5.92739 0.86157
H -4.27684 -4.45371 1.70547
H -3.55580 -4.52361 0.06380
H -6.02386 -2.84722 1.24160
C 2.30888 -0.02908 0.75472
C 1.48632 0.15063 -0.49892
C -0.01237 0.23695 -0.29797
O -0.46281 -0.92052 0.37051
C -1.84559 -1.14207 0.33824
N 1.87007 1.47245 -1.17202
H 2.39169 0.90401 1.31879
H 3.29590 -0.40277 0.47806
H 1.82020 -0.70761 1.45578
H 1.76856 -0.55603 -1.28708
H -0.41279 0.27207 -1.32202
H -0.29265 1.14046 0.25769
H -2.33463 -0.15112 0.34262
H -2.14310 -1.54663 1.30479
H -2.30245 -1.69467 -0.48729
H 1.55355 1.36247 -2.13455
H 2.88636 1.35546 -1.18938
C 3.88599 1.47647 5.61323
C 5.05945 0.96237 4.80027
C 4.71259 0.22012 3.51786
O 5.82592 -0.22018 2.79951
C 6.54980 -1.29083 3.36471
N 5.94198 2.11291 4.45694
H 3.21715 2.06267 4.97519
H 4.22165 2.09346 6.44069
H 3.26989 0.65140 5.98674
H 5.57021 0.19296 5.40187
H 4.05929 0.82693 2.88593
H 4.08537 -0.65692 3.75470
H 7.05397 -1.05431 4.30831
H 7.42458 -1.55067 2.76568
H 5.81882 -2.10359 3.35284
H 6.41857 1.79939 3.60500
H 6.72974 2.18565 5.09707
C 5.10441 7.37331 -2.67760
C 3.82722 6.69114 -2.18829
C 4.02125 5.22848 -1.85634
O 4.13138 4.40515 -2.99929
C 2.93354 4.27572 -3.70737
N 3.22732 7.38590 -1.02206
H 5.57536 6.83288 -3.49249
H 5.79245 7.49093 -1.83890
H 4.76775 8.35746 -3.00943
H 3.08198 6.88610 -2.97202
H 3.21442 4.82418 -1.22029
H 4.88701 5.16577 -1.19043
H 2.43003 5.17863 -4.06854
H 2.22302 3.66497 -3.13591
H 3.17530 3.74692 -4.63497
H 2.97497 8.35020 -1.21361
H 2.32030 6.94428 -0.87622
C -7.05071 -0.80475 -7.56633
C -6.44456 -0.21738 -6.32431
C -6.54368 -1.13700 -5.11173
O -5.60822 -0.78436 -4.13217
C -5.66080 -1.63288 -3.00813
N -5.04046 0.18413 -6.60866
H -8.04025 -1.22468 -7.37869
H -6.43943 -1.54359 -8.09276
H -7.13226 -0.03537 -8.34015
H -6.86793 0.75205 -6.05435
H -6.44077 -2.20373 -5.37095
H -7.57782 -1.02695 -4.73946
H -6.52903 -1.43796 -2.35852
H -4.83506 -1.43279 -2.32681
H -5.74492 -2.66737 -3.34885
H -4.50275 -0.60535 -6.96717
H -4.62004 0.32640 -5.68988
C -7.29116 -3.51051 5.82005
C -6.55419 -3.49404 4.48535
C -5.79515 -2.18497 4.30800
O -5.48326 -2.01266 2.92375
C -4.72136 -0.85461 2.69686
N -5.63931 -4.66308 4.46759
H -8.04860 -4.29402 5.82965
H -7.67992 -2.51773 6.04558
H -6.64934 -3.80311 6.65701
H -7.20153 -3.68251 3.62680
H -4.88910 -2.18764 4.92339
H -6.43375 -1.32851 4.56663
H -5.34777 0.04319 2.78414
H -4.39620 -0.81020 1.65265
H -3.79186 -0.79535 3.26602
H -5.09969 -4.61722 3.60447
H -4.92127 -4.58847 5.18597
C 2.41652 -0.23602 -4.20624
O 1.20384 0.51523 -4.01973
H 3.19906 0.25049 -3.60006
H 2.38202 -1.22385 -3.74700
H 2.76066 -0.21245 -5.23563
H 1.11082 0.99549 -4.84655
C 3.17398 3.64297 1.50743
O 1.94707 3.63897 0.78007
H 3.14711 2.97234 2.37949
H 3.98820 3.36269 0.83542
H 3.31636 4.63335 1.93748
H 1.87594 2.81079 0.26428
C -0.81355 4.33719 -0.59365
O -1.94188 4.65899 -1.35557
H -0.80775 4.88146 0.34762
H -0.74631 3.29179 -0.24455
H 0.11554 4.45922 -1.16375
H -2.05767 4.09744 -2.13366
C -2.88085 1.50457 -2.83481
O -2.27491 2.63245 -3.48503
H -3.93428 1.33549 -3.06779
H -2.27929 0.63250 -3.11468
H -2.78358 1.66132 -1.76120
H -2.35086 2.52251 -4.43602
*
```

Q: The highest strongest force on any atom belongs to which entry?
A: C36H100F6N6O11P

Q: Among the records above, which one has the lowest calculated total energy?
A: C36H100F6N6O11P

Q: Among the records above, which one has the lowest strongest force on any atom?
A: C36H102N6O12

Q: Number 1 is which compound?
A: C36H100F6N6O11P